CH3ClN2 | ωB97M-V/def2-TZVPD

Properties
LUMO (eV): -0.22
ΔE to the lowest compared entry with this formula, charge and spin (kcal per mole): 93.40
Energy (Eh): -609.48386
Molar mass (g/mol): 78.50
Total charge: 0

Last column: Löwdin charge in e.
CARTESIAN COORDINATES (ANGSTROEM)
C1 -0.25 -0.30 0.85  -0.174
N1 0.22 -0.23 -0.46  -0.169
N2 0.31 0.98 -1.07  -0.425
Cl1 1.01 0.82 -2.65  0.481
H1 -1.09 -1.21 0.89  0.147
H2 -0.73 0.71 1.12  0.101
H3 0.53 -0.77 1.31  0.039